Version 1
A cluster of 2 separate species, C3H8ClFNP in total. Source: the Open Molecules 2025 dataset; level of theory: wB97M-V/def2-TZVPD.

```
15
C3H8ClFNP wB97M-V/def2-TZVPD
C -1.07860 -1.47290 -0.50152
C 0.56712 -0.53209 0.90878
C 0.44334 2.62255 -0.24323
N 0.31608 -0.96521 -0.43688
F 2.15844 1.20404 -1.51057
P 0.55059 1.41884 -1.65422
Cl -0.69735 3.92367 -0.67956
H -1.86981 -0.65967 -0.24984
H -1.51293 -1.87395 -1.41855
H -1.25133 -2.18992 0.24235
H 0.82638 -1.48508 1.48809
H 1.56846 -0.14102 0.80087
H -0.09900 0.21724 1.32935
H 0.20163 1.96401 0.55714
H 1.35032 3.15169 -0.16020
```

M: 143.529 g/mol
Charge: 0
HOMO-LUMO gap (alpha / beta): 7.66 / 8.70 eV

***

Version 2
A cluster of 2 separate species, C3H8ClFNP in total. Source: the Open Molecules 2025 dataset; level of theory: wB97M-V/def2-TZVPD.

```
15
C3H8ClFNP wB97M-V/def2-TZVPD
F -0.02394 0.00718 3.58558
P 1.13769 -1.13140 3.46032
C 1.20554 -1.32054 1.80166
Cl 2.10276 -2.56744 1.10537
H 0.46298 -0.79305 1.12018
C 0.57388 1.25205 -1.32049
N -0.57704 0.89139 -0.58159
C -1.40742 -0.28168 -1.00845
H 0.33370 0.85380 -2.36473
H 0.64041 2.31104 -1.49495
H 1.51836 0.84605 -1.01608
H -1.12935 1.51834 -0.05192
H -0.81376 -0.74911 -1.79611
H -1.53859 -0.92960 -0.16891
H -2.48521 0.09297 -1.26989
```

M: 143.529 g/mol
Charge: 0
HOMO-LUMO gap: 8.43 eV

***

Which structure wins on stability? version 2 wins.

***

Version 1
A cluster of 2 separate species, C3H3F3O in total. Source: the Open Molecules 2025 dataset; level of theory: wB97M-V/def2-TZVPD.

```
10
C3H3F3O wB97M-V/def2-TZVPD
C -1.54792 -0.77949 -0.21117
C -1.06239 0.38570 0.12325
C 1.33146 0.68168 0.11834
O 1.86915 -0.39109 0.67015
F -2.87019 -1.09293 -0.21755
F -1.67438 1.48859 0.52534
F 1.53829 0.82486 -1.19535
H -0.93329 -1.60964 -0.52049
H 1.39341 1.60401 0.67864
H 1.95585 -1.11169 0.02883
```

M: 112.050 g/mol
Charge: 0
HOMO-LUMO gap (alpha / beta): 9.53 / 9.53 eV

***

Version 2
The molecule C3H3F3O. Source: the Open Molecules 2025 dataset; level of theory: wB97M-V/def2-TZVPD.

```
10
C3H3F3O wB97M-V/def2-TZVPD
C 0.09298 1.07326 -1.77530
C -0.13688 0.62280 -0.55170
F -1.12170 1.01159 0.21634
O 0.61294 -0.46083 0.07077
C 0.02290 -1.10635 1.29477
F 0.71508 -2.21965 1.39056
F 0.33326 -0.35607 2.40881
H -0.38396 1.93184 -2.11292
H 0.89928 0.55649 -2.23388
H -1.03390 -1.05308 1.29254
```

M: 112.050 g/mol
Charge: 0
HOMO-LUMO gap: 10.76 eV

***

Which structure wins on stability? version 2 wins.

***

Version 1
A structure of composition C3H3F3O. Source: the Open Molecules 2025 dataset; level of theory: wB97M-V/def2-TZVPD.

```
10
C3H3F3O wB97M-V/def2-TZVPD
C 1.31071 0.69029 0.25116
C 0.70501 -0.60236 -0.21434
C -1.20081 -0.11764 0.03756
O 2.05755 1.36109 -0.40274
F -1.64001 0.69923 -0.91215
F -1.93408 -1.20689 -0.13628
F -1.46501 0.42268 1.18522
H 0.86406 1.05367 1.10563
H 0.64968 -0.76804 -1.23860
H 0.65291 -1.53204 0.32453
```

M: 112.050 g/mol
Charge: 0
HOMO-LUMO gap: 10.89 eV

***

Version 2
The molecule C3H3F3O. Source: the Open Molecules 2025 dataset; level of theory: wB97M-V/def2-TZVPD.

```
10
C3H3F3O wB97M-V/def2-TZVPD
F -1.71616 1.10277 -0.02573
C -0.48600 1.01242 0.55321
F 0.35748 1.89846 -0.09218
F -0.51660 1.31661 1.87130
C 0.11601 -0.39728 0.43598
C 0.45687 -0.95480 -0.97006
O -0.57905 -1.44326 -0.17506
H 0.71652 -0.64562 1.29043
H 0.26895 -0.29222 -1.82011
H 1.38200 -1.59708 -1.06778
```

M: 112.050 g/mol
Charge: 0
HOMO-LUMO gap: 12.22 eV

***

Which structure wins on stability? version 2 wins.

***

Version 1
The ion C5H13N2S with charge +1. Source: the Open Molecules 2025 dataset; level of theory: wB97M-V/def2-TZVPD.

```
21
C5H13N2S wB97M-V/def2-TZVPD
C -2.99956 0.09814 -1.69115
C -1.74634 0.33965 -0.97637
N -1.10633 -0.32531 -0.10567
C 0.55536 0.19541 0.39216
C 0.13246 0.59967 1.80506
N 0.98861 1.04129 -0.48790
S 1.25699 -1.43922 0.20619
C 3.13939 -1.42245 0.63348
H -3.66043 0.83899 -1.34697
H -3.38129 -0.87233 -1.51325
H -2.75225 0.30528 -2.83729
H -1.16071 1.29816 -1.13208
H -1.40377 -1.28383 -0.00688
H -0.88468 0.26779 2.17698
H 0.02265 1.66542 1.86894
H 0.87616 0.53512 2.59811
H 0.72198 1.94224 -0.34898
H 1.25565 0.65788 -1.41834
H 3.16677 -2.01438 1.63325
H 3.50270 -0.37489 0.64141
H 3.47664 -2.05262 -0.09070
```

M: 133.240 g/mol
Charge: +1
HOMO-LUMO gap: 9.38 eV

***

Version 2
The ion C5H13N2S with charge +1. Source: the Open Molecules 2025 dataset; level of theory: wB97M-V/def2-TZVPD.

```
21
C5H13N2S wB97M-V/def2-TZVPD
C 1.37272 1.70305 -1.66723
S 1.07125 2.01442 -0.06854
N -0.21789 2.82109 0.05094
C 1.14087 0.35572 0.82012
C -0.16973 -0.41497 0.65217
C -0.14836 -1.55618 1.68567
N -0.31909 -0.88090 -0.68982
C -1.64424 -1.02607 -1.23601
H 2.16123 1.01680 -1.91256
H 1.05351 2.42373 -2.40024
H -0.47977 3.21753 0.93834
H 1.33791 0.57982 1.86595
H 1.99078 -0.16222 0.38231
H -1.01189 0.25227 0.86936
H 0.72446 -2.18912 1.54724
H -1.04292 -2.16127 1.55690
H -0.14447 -1.16538 2.69853
H 0.29608 -1.64960 -0.92917
H -2.17866 -1.89583 -0.82599
H -2.22627 -0.12814 -1.02400
H -1.56554 -1.15474 -2.31397
```

M: 133.240 g/mol
Charge: +1
HOMO-LUMO gap (alpha / beta): 6.72 / 6.20 eV

***

Which structure wins on stability? version 1 wins.

***

Version 1
A cluster of 2 separate species, C3H10N2O in total. Source: the Open Molecules 2025 dataset; level of theory: wB97M-V/def2-TZVPD.

```
16
C3H10N2O wB97M-V/def2-TZVPD
C -1.11053 -1.47963 -1.13835
C -0.36771 -0.64374 -0.14154
C -0.98771 -0.03625 0.86410
N -0.31643 0.77778 1.80570
N 1.02777 -0.54855 -0.28413
H -1.00522 -1.12444 -2.16123
H -2.15982 -1.50765 -0.84700
H -0.70729 -2.48854 -1.16273
H -2.06608 -0.11737 0.89070
H 0.31131 1.45266 1.37630
H -0.97738 1.28474 2.37745
H 1.38084 -1.25827 -0.92680
H 1.50623 -0.55246 0.61781
H 1.45800 1.38532 -0.42218
H 2.45788 2.50630 -0.57862
O 1.55614 2.35010 -0.26948
```

<S²>: 0.75
M: 90.126 g/mol
Multiplicity: 2
Charge: -1
HOMO-LUMO gap (alpha / beta): 2.91 / 7.89 eV

***

Version 2
A cluster of 2 separate species, C3H10N2O in total. Source: the Open Molecules 2025 dataset; level of theory: wB97M-V/def2-TZVPD.

```
16
C3H10N2O wB97M-V/def2-TZVPD
C 0.26362 -1.96380 -0.44769
C -0.28985 -0.60462 -0.00160
C -0.99505 0.33357 -0.77056
N -1.25118 1.64555 -0.32305
N -0.15279 -0.37290 1.49770
H 0.85859 -2.44946 0.28253
H 0.80380 -1.72232 -1.41672
H -0.51764 -2.59383 -0.85910
H -1.20495 0.12557 -1.91531
H -1.07109 1.93378 0.62740
H -1.29444 2.30501 -1.11925
H 0.33110 -1.18317 1.94175
H -1.12065 -0.14848 1.82597
H 1.25064 1.22748 0.54765
H 2.45183 1.56195 -0.30098
O 1.93805 1.90568 0.43127
```

<S²>: 0.75
M: 90.126 g/mol
Multiplicity: 2
Charge: -1
HOMO-LUMO gap (alpha / beta): 3.09 / 7.68 eV

***

Which structure wins on stability? version 1 wins.